Density functional theory data (ωB97M-V with the def2-TZVPD basis set) for a single C4H6O2 molecule.

SMILES: CC(C=O)C=O
Charge: 0
HOMO: -9.71 eV
Lowest unoccupied orbital energy: 0.56 eV
Total energy: -8337.350 eV

Last columns: bonded neighbours and bond lengths (Å).
Positions of all 12 atoms, in Å:
1 O -0.94638 -1.51280 -1.67327  C3 1.198
2 O -2.14480 0.61457 0.08468  C6 1.227
3 C -0.82256 -0.98430 -0.60547  O1 1.198, C5 1.548, H10 1.118
4 C 1.51424 -0.10760 0.11065  C5 1.528, H8 1.097, H9 1.091, H12 1.101
5 C 0.03521 0.20621 -0.11099  C3 1.548, C4 1.528, C6 1.460, H7 1.226
6 C -1.05775 0.86976 0.59293  O2 1.227, C5 1.460, H11 1.088
7 H -0.14295 1.33384 -0.55662  C5 1.226
8 H 2.00041 -0.08103 -0.87272  C4 1.097
9 H 2.00584 0.61307 0.76644  C4 1.091
10 H -1.24151 -1.40025 0.34376  C3 1.118
11 H -0.90779 1.56547 1.41632  C6 1.088
12 H 1.70803 -1.11694 0.50429  C4 1.101

What are the natural (NBO) partial charges on each atom? They are as follows, in elementary charge units: O -0.519; O -0.550; C 0.459; C -0.618; C -0.359; C 0.358; H 0.269; H 0.235; H 0.223; H 0.110; H 0.160; H 0.231